180
Properties=species:S:1:pos:R:3:forces:R:3 method="wB97M-V/def2-TZVPD" molar_mass_g_mol=980.469 e_lumo_ev=0.565 de_lowest_kcal_mol=779.6 max_force_ha_per_bohr=0.35326 homo_lumo_gap_ev=7.775 energy_ha=-3181.22163
C -8.5760 -1.2613 -0.3944 0.67 -1.28 -0.01
C -7.7426 0.0123 -0.2253 -1.82 0.16 -0.77
C -8.6472 0.9613 0.5858 1.62 -0.85 1.07
C -7.8642 2.1727 1.0061 -0.65 1.25 -1.51
C -6.7168 1.8375 1.9184 -0.58 -0.21 -1.29
C -5.7525 0.8159 1.1957 -0.27 1.12 1.47
N -6.5238 -0.3148 0.5793 -2.94 3.67 1.66
O -5.6783 -1.0854 -0.1180 -1.64 0.17 0.30
C -4.8833 1.5751 0.1339 -2.70 -0.61 -0.02
C -4.8376 0.3288 2.3931 -1.93 -1.09 -0.55
C -7.5659 0.5208 -1.7096 0.23 0.13 -0.12
H -7.8906 -2.0263 -0.7592 -0.02 -0.35 0.05
H -9.3534 -1.2332 -1.1580 0.00 0.57 0.11
H -9.0428 -1.6312 0.5184 0.22 0.14 0.23
H -9.6417 1.0758 0.1548 0.30 0.36 -0.31
H -8.7783 0.4993 1.5643 -0.56 -0.75 0.00
H -8.5960 2.8389 1.4630 0.38 0.53 0.09
H -7.4289 2.6189 0.1119 -0.32 0.58 -0.12
H -7.2525 1.5578 2.8255 0.93 -0.76 0.46
H -6.1511 2.7525 2.0943 0.12 -0.08 0.26
H -5.4585 2.0889 -0.6363 -0.69 0.53 0.43
H -4.2021 2.2929 0.5908 -0.07 -0.26 -0.12
H -4.3931 0.8564 -0.5228 -1.62 -0.02 1.20
H -4.2772 -0.5634 2.1138 0.68 1.01 0.05
H -4.3819 1.1781 2.9021 0.57 -0.43 -0.51
H -5.4216 -0.1506 3.1787 -0.92 0.31 0.03
H -7.8107 1.5575 -1.9405 0.54 0.47 0.77
H -8.2898 0.0684 -2.3873 0.06 -0.63 0.26
H -6.5854 0.2844 -2.1228 0.09 0.08 0.10
H -5.5052 -1.7461 0.5566 -0.25 -0.34 -0.31
C -0.6306 2.3142 0.0854 0.33 -2.04 0.67
C -1.3472 0.9954 0.4959 0.12 0.75 -1.02
C -2.4712 0.5568 -0.5423 1.60 1.52 -1.29
C -1.9871 0.2121 -2.0028 1.07 -1.50 2.03
C -1.0752 -1.0684 -1.7569 1.07 1.97 -0.84
C 0.0847 -0.8227 -0.6884 -0.32 -0.32 -0.15
N -0.4568 -0.1576 0.5029 0.42 0.79 -1.33
O 0.5035 -0.0784 1.4978 -2.24 0.24 -5.10
C 0.5779 -2.2469 -0.2497 -1.69 4.97 -1.17
C 1.3096 -0.1105 -1.3013 -3.93 2.57 1.66
C -1.9615 1.2483 1.9349 0.63 0.18 -1.22
H 0.2080 2.4601 0.7663 0.04 0.04 0.53
H -1.1957 3.2463 0.0746 -0.15 -2.83 1.11
H -0.1369 2.2333 -0.8830 -0.54 -0.11 0.06
H -2.8221 -0.3694 -0.0873 -0.97 1.56 -1.40
H -3.2720 1.2933 -0.6080 2.91 -0.16 -0.15
H -1.4720 0.9998 -2.5526 0.75 -0.22 0.68
H -2.7976 0.0123 -2.7038 -0.47 -0.52 0.36
H -0.5250 -1.1997 -2.6886 -0.06 -0.69 -0.14
H -1.6474 -1.9593 -1.4980 0.00 0.14 -0.25
H 1.0354 -2.8074 -1.0649 -1.99 2.12 -0.77
H 1.4591 -2.1769 0.3880 -0.74 2.17 0.68
H -0.2396 -2.7398 0.2765 0.36 -0.54 -0.39
H 1.0764 0.9346 -1.5051 -0.18 -0.01 -0.24
H 2.1510 -0.0427 -0.6118 -0.82 -0.71 0.52
H 1.6678 -0.6492 -2.1786 -4.47 4.57 -0.67
H -1.3120 1.8643 2.5567 0.29 0.11 -0.28
H -2.1154 0.3564 2.5422 -0.54 0.34 -0.47
H -2.8443 1.8500 1.7185 0.06 -0.31 0.52
H 0.0565 -0.6632 2.1141 1.39 1.39 -1.07
C -4.0291 -2.6423 -0.2499 2.21 -2.59 -1.48
O -3.0429 -2.8972 0.7421 -0.22 0.74 0.98
C -2.3286 -1.6895 1.0817 0.38 -2.12 -0.10
C -1.3901 -2.0259 2.2618 -2.95 -0.65 -4.09
N -2.2454 -2.0337 3.3698 0.65 -2.62 1.07
C -1.6180 -2.8877 4.3682 -3.98 -5.86 -2.34
C -2.7997 -3.4978 5.1638 0.98 0.02 0.95
O -3.4087 -2.5220 6.0143 -0.48 -0.03 0.71
C -4.4616 -2.9603 6.9005 -0.49 0.23 -1.22
H -3.5431 -3.0249 -1.1474 -0.48 -0.08 -0.65
H -4.4247 -1.6473 -0.4544 2.96 -0.84 -0.29
H -4.8817 -3.2927 -0.0547 -0.04 -0.29 0.06
H -3.0907 -0.9498 1.3267 0.79 -0.31 0.44
H -1.7784 -1.2874 0.2310 -0.66 -1.82 1.18
H -0.5846 -1.3129 2.4373 -3.17 -3.50 -0.92
H -0.9853 -3.0088 2.0204 0.20 -0.34 0.17
H -3.2509 -2.0733 3.2828 0.25 -0.72 -0.34
H -0.9275 -2.3231 4.9947 5.68 -14.58 -7.69
H -1.1167 -3.7666 3.9628 -0.06 -0.31 -0.70
H -2.4277 -4.3372 5.7512 -0.05 -0.16 0.28
H -3.4712 -3.9022 4.4065 -0.45 0.04 0.09
H -4.1804 -3.5592 7.7668 0.50 -0.22 -0.28
H -5.2421 -3.4404 6.3103 0.15 -0.77 -0.08
H -5.0472 -2.1236 7.2815 0.75 0.60 0.02
C 2.9623 -1.6035 -2.5788 2.71 -0.63 -0.84
O 3.9505 -0.5785 -2.8667 -0.59 -0.87 0.71
C 3.6561 0.6834 -2.3003 0.45 1.28 0.00
C 4.9840 1.4111 -2.1934 -0.98 -0.51 1.33
N 5.3801 1.7379 -3.5359 -0.18 0.50 0.36
C 6.8136 1.7666 -3.6741 1.31 -2.13 -0.90
C 7.3435 0.2852 -3.7553 0.64 -0.23 0.88
O 7.5100 -0.2991 -2.4488 -0.23 3.00 0.51
C 7.8135 -1.6096 -2.4409 -0.21 -2.27 -0.55
H 2.3903 -1.7863 -3.4885 0.19 -0.71 -0.26
H 2.2248 -1.2141 -1.8768 4.61 -4.53 0.54
H 3.4982 -2.4070 -2.0736 -1.32 1.68 -2.55
H 3.1748 0.6965 -1.3224 1.06 -0.14 -0.55
H 2.9619 1.1649 -2.9891 -0.05 0.61 -0.01
H 5.6214 0.6394 -1.7618 0.35 0.13 0.23
H 4.9186 2.2136 -1.4587 0.04 0.49 -0.34
H 5.0446 0.8500 -3.8808 0.37 0.11 -1.68
H 7.3397 2.3304 -2.9038 -0.29 -0.13 0.28
H 7.1425 2.2061 -4.6158 -0.35 0.23 -0.20
H 8.2835 0.1160 -4.2806 0.55 0.71 -0.08
H 6.6808 -0.3427 -4.3509 -0.73 0.02 0.07
H 6.9814 -2.1463 -2.8965 0.33 -0.02 -0.09
H 7.9628 -2.0798 -1.4689 -0.16 0.75 0.55
H 8.7135 -1.8783 -2.9940 0.17 0.26 -0.31
C 4.8260 4.7377 5.1814 0.11 0.08 -2.61
O 4.0036 3.8155 4.4052 -0.27 -0.31 2.22
C 3.6708 2.7517 5.2924 -1.67 -0.21 2.05
C 2.3403 1.9694 5.0893 2.79 -1.15 -2.18
N 2.6560 1.0391 3.9042 -2.19 0.11 2.61
C 1.4285 0.4710 3.2534 2.80 2.13 1.25
C 0.6979 -0.7985 3.7971 0.93 2.46 0.91
O -0.7631 -0.6322 3.7854 4.44 3.36 5.82
C -1.3270 -0.7758 5.1098 0.61 5.82 1.04
H 5.6811 4.2091 5.6026 -0.06 0.07 0.20
H 4.3363 5.4106 5.8853 -0.53 -0.62 0.27
H 5.1486 5.3717 4.3555 0.61 0.32 0.35
H 3.4603 3.0630 6.3156 0.12 1.45 0.26
H 4.5147 2.1161 5.5607 0.26 -0.57 -1.09
H 1.4876 2.6374 4.9673 -0.08 0.10 -0.34
H 2.1979 1.3854 5.9986 -0.08 -0.12 -0.04
H 3.1546 1.6613 3.2842 -0.24 -0.33 -0.64
H 1.7628 0.2223 2.2462 1.42 0.44 1.63
H 0.7150 1.2767 3.0808 -0.17 0.04 0.47
H 1.1295 -0.9949 4.7785 -0.33 -0.70 -0.01
H 0.9571 -1.4704 2.9789 0.27 -1.36 1.28
H -0.8138 -0.2073 5.8854 -0.19 0.81 -0.16
H -1.1416 -1.8377 5.2712 -5.49 14.63 9.26
H -2.4023 -0.6398 4.9942 0.52 0.49 0.61
C -1.1048 3.7472 -6.5408 1.09 1.41 -0.02
O -1.3133 4.2565 -5.2145 -1.54 -1.12 0.15
C -1.7894 3.1668 -4.3947 0.60 0.07 1.44
C -2.0741 3.3799 -2.8259 0.42 0.73 -2.83
N -0.8351 3.8236 -2.2060 -0.85 1.02 1.05
C -0.8641 4.6230 -0.9047 0.82 1.06 -1.95
C -0.6668 6.1263 -1.0071 0.38 1.46 -0.36
O -0.4845 6.8750 0.2183 0.24 -1.07 0.02
C 0.5844 6.4243 1.0291 -0.50 -0.04 1.53
H -0.1647 3.1970 -6.5799 -0.07 -0.50 0.11
H -0.9160 4.6282 -7.1541 -0.12 0.09 -0.02
H -1.9014 3.1961 -7.0407 -0.35 -0.16 0.64
H -0.9635 2.4555 -4.3997 0.13 -0.47 0.07
H -2.6491 2.6313 -4.7976 -0.26 0.38 -0.39
H -2.4044 2.3618 -2.6199 0.25 0.28 0.76
H -2.9612 3.9910 -2.6589 0.09 0.56 0.01
H -0.2103 4.2289 -2.8882 -0.13 0.29 0.06
H 0.0103 4.2249 -0.3899 -0.11 0.73 0.18
H -1.7518 4.3821 -0.3200 -0.23 0.94 -0.62
H -1.4614 6.6965 -1.4884 -0.28 -0.45 -0.13
H 0.2282 6.3438 -1.5900 0.25 -0.29 -0.39
H 1.5928 6.3985 0.6161 -0.15 0.03 -0.60
H 0.3695 5.4943 1.5553 -0.04 -0.79 -0.69
H 0.6224 7.0287 1.9354 0.02 0.88 -0.38
C 1.6949 -4.2826 -0.3462 0.78 -3.30 1.86
O 3.0100 -4.7730 -0.5665 -0.68 0.22 1.94
C 3.8163 -4.0356 -1.4200 -0.04 -3.74 -2.33
C 5.0154 -4.9486 -1.7267 1.58 2.83 0.16
N 5.8182 -4.3723 -2.8705 -2.02 -2.83 0.12
C 7.0012 -5.1724 -3.1507 -0.13 2.22 -0.55
C 7.6400 -4.7123 -4.4308 0.10 -0.28 -0.72
O 7.7729 -3.3222 -4.5476 1.77 0.59 0.34
C 8.8909 -3.0086 -5.3921 -1.22 -0.55 -1.16
H 0.9533 -4.3138 -1.1444 0.90 -0.78 -1.00
H 1.5699 -3.3034 0.1160 2.77 -3.70 0.24
H 1.2200 -4.9381 0.3838 0.27 -0.61 0.21
H 4.1001 -2.9896 -1.3035 0.83 -1.14 2.29
H 3.2166 -4.0818 -2.3290 0.19 0.60 -0.70
H 4.7508 -6.0029 -1.8075 -0.13 0.25 -0.54
H 5.6678 -4.8266 -0.8620 0.13 -0.59 0.59
H 5.8829 -3.3653 -2.9133 0.26 -0.45 0.23
H 6.8315 -6.2237 -3.3832 -0.54 -0.11 0.77
H 7.7312 -5.0141 -2.3569 0.32 -0.56 0.34
H 7.0758 -4.9938 -5.3199 -0.27 -0.63 0.00
H 8.6021 -5.2241 -4.4544 0.36 0.07 -0.27
H 9.8983 -3.3202 -5.1160 -0.11 -0.04 0.98
H 8.8996 -1.9583 -5.6833 -0.21 -0.01 0.38
H 8.6803 -3.5956 -6.2860 0.28 0.18 -0.63